Molecular formula: C20H22N2O4S
Method: DFT, ωB97M-V with the def2-TZVPD basis set

Gap between HOMO and LUMO = 8.45 eV
LUMO level = 0.12 eV

Last column: natural (NBO) charge in e.
Cartesian coordinates (Å):
1 C -1.752 -3.791 -1.230  -0.249
2 O -2.852 -2.963 -1.513  -0.534
3 C -2.620 -1.585 -1.343  -0.066
4 C -2.748 -1.152 0.133  -0.065
5 C -4.210 -0.982 0.545  -0.613
6 N -1.957 0.023 0.442  -0.335
7 C -1.082 0.073 1.510  0.133
8 C -0.835 -1.072 2.430  -0.647
9 C -0.505 1.306 1.536  -0.262
10 C -1.046 2.056 0.455  -0.266
11 C -0.685 3.404 0.069  0.556
12 O -1.365 4.146 -0.610  -0.552
13 C 0.686 3.883 0.576  -0.180
14 O 1.617 2.810 0.606  -0.512
15 C 2.590 2.772 -0.312  0.787
16 O 2.866 3.676 -1.060  -0.583
17 C 3.288 1.459 -0.285  -0.170
18 C 4.582 1.365 -0.813  -0.161
19 C 5.255 0.165 -0.838  -0.203
20 C 4.621 -0.972 -0.342  0.112
21 N 5.138 -2.234 -0.303  -0.411
22 C 4.316 -3.068 0.194  -0.074
23 S 2.762 -2.435 0.697  0.351
24 C 3.306 -0.868 0.175  -0.251
25 C 2.636 0.338 0.212  -0.123
26 C -1.961 1.227 -0.190  0.248
27 C -2.752 1.563 -1.401  -0.673
28 H -1.468 -3.765 -0.172  0.158
29 H -0.880 -3.509 -1.833  0.170
30 H -2.059 -4.802 -1.488  0.200
31 H -3.379 -1.093 -1.954  0.195
32 H -1.622 -1.317 -1.719  0.175
33 H -2.329 -1.966 0.731  0.218
34 H -4.748 -1.900 0.321  0.226
35 H -4.281 -0.781 1.612  0.216
36 H -4.681 -0.164 0.009  0.209
37 H -0.371 -1.912 1.909  0.213
38 H -1.755 -1.418 2.901  0.218
39 H -0.153 -0.747 3.212  0.237
40 H 0.199 1.656 2.263  0.229
41 H 1.049 4.682 -0.079  0.241
42 H 0.582 4.262 1.597  0.209
43 H 5.038 2.263 -1.201  0.237
44 H 6.253 0.081 -1.235  0.231
45 H 4.527 -4.113 0.315  0.215
46 H 1.633 0.411 0.603  0.237
47 H -2.679 2.635 -1.566  0.275
48 H -3.801 1.301 -1.284  0.216
49 H -2.365 1.052 -2.282  0.220

---

Molecular formula: C100H70N6O10
Method: DFT, ωB97M-V with the def2-TZVPD basis set

Gap between HOMO and LUMO = 7.66 eV
LUMO level = -1.45 eV

Last column: Löwdin charge in e.
Cartesian coordinates (Å):
1 O 5.428 -2.711 0.437  0.065
2 C 5.760 -2.734 -0.745  -0.281
3 C 4.852 -2.509 -1.912  -0.056
4 C 3.524 -2.215 -1.631  0.032
5 C 2.581 -1.979 -2.694  -0.033
6 C 3.014 -2.229 -3.957  -0.079
7 C 4.295 -2.603 -4.260  -0.023
8 C 5.273 -2.738 -3.284  -0.061
9 C 6.728 -2.749 -3.626  -0.284
10 O 7.032 -2.333 -4.731  0.096
11 C 7.697 -2.940 -2.507  -0.085
12 C 9.052 -2.859 -2.734  -0.001
13 C 9.934 -2.956 -1.624  -0.076
14 C 9.513 -3.099 -0.335  -0.043
15 C 8.096 -2.990 -0.136  0.011
16 C 7.160 -2.950 -1.163  -0.073
17 H 3.258 -1.963 -0.639  0.085
18 H 1.582 -1.743 -2.479  0.076
19 H 2.356 -2.013 -4.738  0.094
20 H 4.535 -2.802 -5.286  0.126
21 H 9.330 -2.724 -3.819  0.142
22 H 10.997 -3.055 -1.950  0.120
23 H 10.200 -3.123 0.504  0.110
24 H 7.715 -3.020 0.890  0.121
25 O -0.954 -2.320 4.811  0.079
26 C -0.407 -2.884 3.867  -0.272
27 C -1.119 -3.831 2.988  -0.067
28 C -2.512 -4.057 3.174  0.000
29 C -3.176 -4.864 2.317  -0.086
30 C -2.515 -5.490 1.264  -0.032
31 C -1.156 -5.257 1.009  0.005
32 C -0.463 -4.436 1.916  -0.078
33 C 0.970 -4.172 1.507  -0.300
34 O 1.439 -4.700 0.536  0.105
35 C 1.680 -3.263 2.442  -0.068
36 C 2.969 -2.845 2.167  -0.038
37 C 3.726 -2.106 3.003  -0.068
38 C 3.128 -1.778 4.179  -0.072
39 C 1.793 -2.003 4.495  -0.018
40 C 1.051 -2.701 3.577  -0.097
41 H -3.103 -3.653 3.982  0.107
42 H -4.263 -5.018 2.583  0.120
43 H -3.102 -6.160 0.708  0.092
44 H -0.605 -5.743 0.225  0.116
45 H 3.371 -3.354 1.286  0.106
46 H 4.801 -1.962 2.746  0.127
47 H 3.686 -1.213 4.959  0.121
48 H 1.353 -1.678 5.463  0.134
49 O 6.550 5.146 -2.455  0.072
50 C 5.485 4.508 -2.430  -0.262
51 C 5.337 3.177 -3.128  -0.103
52 C 6.398 2.776 -3.935  0.014
53 C 6.374 1.483 -4.522  -0.018
54 C 5.297 0.664 -4.215  -0.049
55 C 4.317 1.049 -3.346  -0.024
56 C 4.322 2.289 -2.821  -0.127
57 C 3.254 2.724 -1.895  -0.244
58 O 2.382 1.997 -1.413  0.071
59 C 3.183 4.180 -1.509  -0.087
60 C 2.133 4.688 -0.722  -0.010
61 C 2.136 5.965 -0.252  -0.069
62 C 3.246 6.815 -0.462  -0.048
63 C 4.318 6.278 -1.109  -0.025
64 C 4.256 5.019 -1.713  -0.118
65 H 7.207 3.469 -4.152  0.120
66 H 7.249 1.208 -5.110  0.114
67 H 5.315 -0.352 -4.683  0.109
68 H 3.535 0.358 -3.090  0.104
69 H 1.281 4.101 -0.410  0.118
70 H 1.311 6.402 0.363  0.107
71 H 3.226 7.772 0.033  0.106
72 H 5.280 6.839 -1.301  0.142
73 O -10.177 -0.898 1.652  0.119
74 C -9.366 -1.714 1.970  -0.288
75 C -9.700 -2.935 2.764  -0.074
76 C -11.038 -3.058 3.155  -0.011
77 C -11.400 -4.153 3.847  -0.060
78 C -10.417 -5.099 4.225  -0.061
79 C -9.101 -4.979 3.890  -0.022
80 C -8.756 -3.839 3.196  -0.093
81 C -7.291 -3.574 2.870  -0.282
82 O -6.535 -4.206 3.528  0.099
83 C -6.927 -2.442 1.927  -0.077
84 C -5.598 -2.226 1.646  0.005
85 C -5.271 -1.088 0.873  -0.029
86 C -6.297 -0.186 0.508  -0.051
87 C -7.607 -0.406 0.816  -0.014
88 C -7.928 -1.508 1.574  -0.080
89 H -11.756 -2.305 2.953  0.114
90 H -12.405 -4.416 4.098  0.101
91 H -10.714 -5.987 4.780  0.107
92 H -8.314 -5.705 4.180  0.135
93 H -4.843 -2.962 1.834  0.082
94 H -4.279 -0.961 0.413  0.077
95 H -5.906 0.630 -0.091  0.082
96 H -8.384 0.270 0.487  0.123
97 O -4.088 2.117 -0.729  0.055
98 C -3.475 2.670 -1.638  -0.260
99 C -3.604 2.164 -3.037  -0.087
100 C -4.338 1.035 -3.251  -0.011
101 C -4.490 0.587 -4.539  -0.075
102 C -3.887 1.253 -5.563  -0.085
103 C -3.009 2.291 -5.387  -0.004
104 C -2.998 2.857 -4.114  -0.067
105 C -2.311 4.187 -3.813  -0.263
106 O -1.862 4.904 -4.691  0.079
107 C -2.056 4.632 -2.389  -0.094
108 C -1.299 5.784 -2.263  -0.011
109 C -1.180 6.313 -0.970  -0.099
110 C -1.641 5.630 0.142  -0.059
111 C -2.455 4.448 -0.044  0.018
112 C -2.684 3.925 -1.329  -0.073
113 H -4.767 0.515 -2.379  0.124
114 H -5.153 -0.220 -4.805  0.110
115 H -4.117 0.863 -6.554  0.114
116 H -2.387 2.682 -6.235  0.144
117 H -0.873 6.374 -3.085  0.130
118 H -0.608 7.245 -0.776  0.112
119 H -1.411 6.023 1.140  0.105
120 H -2.980 3.891 0.752  0.118
121 C 0.371 3.508 5.262  -0.070
122 C 1.155 3.753 4.132  -0.070
123 C 2.273 2.969 3.923  -0.130
124 N 2.621 1.944 4.750  0.057
125 C 1.845 1.617 5.783  -0.154
126 C 0.759 2.450 6.110  -0.065
127 H -0.395 4.254 5.421  0.101
128 H 0.907 4.614 3.557  0.087
129 H 2.922 3.052 3.090  0.052
130 H 2.146 0.828 6.423  0.086
131 H 0.039 2.093 6.856  0.100
132 C 1.427 3.428 -4.605  -0.087
133 C 0.822 2.236 -4.441  -0.075
134 C 1.277 1.133 -5.149  -0.153
135 N 2.203 1.188 -6.094  0.068
136 C 2.778 2.380 -6.279  -0.143
137 C 2.378 3.523 -5.586  -0.061
138 H 1.110 4.306 -4.076  0.109
139 H 0.069 2.048 -3.708  0.093
140 H 0.889 0.134 -4.965  0.099
141 H 3.506 2.523 -7.082  0.109
142 H 2.973 4.409 -5.712  0.104
143 C 5.973 1.063 -0.226  -0.058
144 C 6.348 2.459 -0.189  -0.046
145 C 5.496 3.261 0.511  -0.131
146 N 4.373 2.865 1.229  0.091
147 C 4.167 1.581 1.265  -0.150
148 C 4.943 0.677 0.522  -0.078
149 H 6.463 0.426 -0.985  0.121
150 H 7.209 2.807 -0.758  0.115
151 H 5.715 4.340 0.576  0.119
152 H 3.268 1.245 1.816  0.095
153 H 4.499 -0.302 0.368  0.084
154 C 0.471 0.338 1.904  -0.070
155 C -0.852 0.538 2.261  -0.072
156 C -1.829 0.901 1.340  -0.124
157 N -1.482 1.055 0.033  0.065
158 C -0.239 0.932 -0.334  -0.146
159 C 0.753 0.497 0.573  -0.067
160 H 1.297 0.137 2.607  0.100
161 H -1.269 0.445 3.287  0.108
162 H -2.914 1.065 1.497  0.107
163 H 0.066 1.149 -1.378  0.099
164 H 1.741 0.436 0.177  0.062
165 C -4.198 -1.673 5.677  -0.093
166 C -5.205 -2.509 6.172  -0.074
167 C -6.538 -2.219 5.909  -0.154
168 N -6.923 -1.128 5.230  0.075
169 C -5.955 -0.403 4.801  -0.190
170 C -4.553 -0.534 4.994  -0.040
171 H -3.156 -1.948 5.890  0.093
172 H -4.975 -3.429 6.715  0.107
173 H -7.346 -2.827 6.369  0.118
174 H -6.202 0.455 4.215  0.096
175 H -3.865 0.125 4.499  0.091
176 C -1.031 -2.979 -2.784  -0.070
177 C -0.933 -2.817 -1.412  -0.062
178 C -2.045 -2.308 -0.765  -0.140
179 N -3.205 -2.197 -1.395  0.070
180 C -3.319 -2.360 -2.697  -0.151
181 C -2.214 -2.699 -3.497  -0.036
182 H -0.149 -3.196 -3.380  0.095
183 H 0.035 -2.976 -0.917  0.099
184 H -2.011 -2.188 0.266  0.083
185 H -4.329 -2.223 -3.109  0.107
186 H -2.358 -2.722 -4.530  0.079

---

Molecular formula: C17H17N3O3S
Method: DFT, ωB97M-V with the def2-TZVPD basis set

Gap between HOMO and LUMO = 8.43 eV
LUMO level = 0.53 eV

Last column: natural (NBO) charge in e.
Cartesian coordinates (Å):
1 C -4.296 -0.348 2.396  -0.633
2 C -3.719 0.878 1.704  -0.074
3 O -3.262 0.562 0.388  -0.509
4 C -4.157 0.591 -0.592  0.794
5 O -5.323 0.846 -0.456  -0.594
6 C -3.533 0.292 -1.941  -0.634
7 S -1.949 -0.581 -1.806  0.287
8 C -0.967 0.790 -1.395  0.186
9 N -1.298 2.046 -1.539  -0.323
10 N -0.264 2.785 -1.132  -0.247
11 C 0.702 1.987 -0.752  0.274
12 C 1.964 2.409 -0.210  0.212
13 C 2.919 1.738 0.516  -0.280
14 C 3.922 2.686 0.809  -0.320
15 C 3.506 3.856 0.245  0.106
16 O 2.328 3.697 -0.367  -0.363
17 N 0.301 0.675 -0.898  -0.400
18 C 1.000 -0.525 -0.656  0.182
19 C 2.177 -0.794 -1.342  -0.220
20 C 2.849 -1.977 -1.101  -0.201
21 C 2.361 -2.906 -0.188  -0.006
22 C 3.084 -4.196 0.045  -0.629
23 C 1.178 -2.622 0.483  -0.201
24 C 0.496 -1.441 0.256  -0.221
25 H -5.181 -0.691 1.864  0.223
26 H -3.564 -1.152 2.417  0.207
27 H -4.574 -0.094 3.414  0.217
28 H -4.473 1.667 1.634  0.203
29 H -2.836 1.252 2.228  0.191
30 H -3.338 1.238 -2.451  0.288
31 H -4.208 -0.321 -2.535  0.256
32 H 2.904 0.709 0.812  0.234
33 H 4.823 2.519 1.361  0.230
34 H 3.948 4.832 0.214  0.207
35 H 2.559 -0.077 -2.052  0.231
36 H 3.766 -2.184 -1.634  0.215
37 H 2.775 -4.931 -0.698  0.226
38 H 4.159 -4.060 -0.047  0.220
39 H 2.860 -4.596 1.030  0.219
40 H 0.784 -3.333 1.194  0.214
41 H -0.422 -1.224 0.781  0.232

---

Quick rundown of HOMO level, same order as above: -8.33; -9.10; -7.91 eV
Quick rundown of ΔE to the lowest compared entry with this formula, charge and spin, same order as above: 49.9; 0.0; 54.7 kcal/mol